{
  "formula": "C3H6NO2",
  "method": "the ωB97M-V functional and the def2-TZVPD basis",
  "elements": ["O", "C", "C", "N", "C", "O", "H", "H", "H", "H", "H", "H"],
  "coordinates": [[0.031, 1.734, 2.255], [0.015, 0.878, 1.409], [0.616, 0.899, 0.018], [-0.142, 0.215, -1.018], [-0.373, -1.436, -0.767], [-1.531, -1.894, -0.515], [-0.608, -0.054, 1.463], [1.622, 0.444, 0.043], [0.836, 1.929, -0.300], [-1.107, 0.540, -0.902], [0.445, -1.533, 0.012], [0.195, -1.722, -1.698]],
  "total_charge": -1,
  "smiles": "O=CCNC[O-]",
  "largest_force_ev_per_a": 2.92,
  "total_energy_ev": -8792.2617,
  "de_lowest_kj_mol": 285.1
}

{
  "formula": "CH2O4S2",
  "method": "the ωB97M-V functional and the def2-TZVPD basis",
  "elements": ["C", "O", "O", "O", "O", "S", "S", "H", "H"],
  "coordinates": [[-1.698, -0.196, 0.127], [0.038, 1.379, 1.391], [-0.565, 2.086, -0.859], [2.404, -2.030, 0.339], [1.281, -0.159, -0.613], [-0.560, 1.021, 0.121], [2.542, -0.687, -0.164], [-1.205, -1.102, 0.432], [-2.237, -0.311, -0.775]],
  "total_charge": 0,
  "largest_force_ev_per_a": 3.05,
  "total_energy_ev": -30926.3249,
  "de_lowest_kj_mol": 183.2
}

{
  "formula": "C7H12S",
  "method": "the ωB97M-V functional and the def2-TZVPD basis",
  "elements": ["C", "C", "C", "C", "C", "C", "C", "S", "H", "H", "H", "H", "H", "H", "H", "H", "H", "H", "H", "H"],
  "coordinates": [[2.798, 1.055, 0.257], [2.420, -0.023, -0.820], [1.163, -0.691, -0.584], [-0.178, -0.531, -0.113], [-1.499, 0.102, -0.055], [-2.529, -0.645, -0.889], [-1.794, 0.054, 1.497], [0.450, -2.301, -0.239], [3.334, 0.720, 1.131], [2.014, 1.465, 0.748], [3.464, 1.799, -0.199], [3.320, -0.572, -0.987], [2.361, 0.444, -1.732], [-1.259, 1.185, -0.228], [-3.456, -0.258, -0.719], [-2.672, -1.638, -0.689], [-2.445, -0.365, -1.864], [-2.769, 0.221, 1.574], [-1.121, 0.794, 1.878], [-1.603, -0.815, 2.030]],
  "total_charge": 0,
  "smiles": "CCC1=C(C(C)C)S1",
  "largest_force_ev_per_a": 8.04,
  "total_energy_ev": -18284.4158,
  "de_lowest_kj_mol": 464.7
}

What is the formula in the second record? CH2O4S2

Which formula does entry 1 have? C3H6NO2